No. 1
DFT (ωB97M-V/def2-TZVPD) results for a cluster of 4 separate species, C28H70F3N11O5P3 in total at a distorted geometry.

As for the multiplicity: 1. For the LUMO energy, the calculation gives -3.164 eV. The charge is +1. Its HOMO energy is -9.15 eV. The value obtained for the maximum force is 7.61 eV Å⁻¹. The total energy comes out at -92808.8454 eV. For the HOMO-LUMO gap, the calculation gives 6.0 eV.

Last column: Löwdin charge in e.
Element x y z (Å)
C (5.973, -0.161, -3.237)  -0.07
C (5.235, 0.738, -2.232)  -0.25
O (4.898, 0.008, -1.057)  -0.12
C (3.534, -0.336, -0.991)  -0.19
C (3.257, -1.574, -1.858)  -0.11
O (2.120, -2.363, -1.400)  0.03
C (0.998, -2.031, -2.029)  -0.29
C (0.359, -0.825, -1.910)  0.08
N (-0.710, -0.921, -2.773)  -0.03
C (-1.539, 0.297, -2.869)  -0.07
C (-2.852, 0.143, -3.658)  -0.02
C (-4.127, 0.296, -2.819)  -0.61
F (-4.971, -0.705, -3.162)  0.12
F (-3.924, 0.177, -1.498)  0.13
F (-4.756, 1.445, -3.053)  0.17
C (-0.779, -2.087, -3.375)  -0.01
N (0.271, -2.787, -2.907)  0.21
H (6.288, 0.419, -4.113)  0.08
H (5.333, -0.980, -3.576)  0.05
H (6.892, -0.565, -2.804)  0.08
H (4.367, 1.166, -2.750)  0.10
H (5.900, 1.577, -2.000)  0.12
H (3.326, -0.568, 0.062)  0.14
H (2.929, 0.541, -1.261)  0.12
H (3.163, -1.250, -2.901)  0.11
H (4.135, -2.216, -1.770)  0.14
H (0.581, 0.041, -1.312)  0.16
H (-1.683, 0.738, -1.883)  0.14
H (-0.930, 1.028, -3.414)  0.13
H (-2.927, -0.783, -4.228)  0.11
H (-2.882, 0.936, -4.410)  0.13
H (-1.526, -2.380, -4.092)  0.16
H (0.523, -3.724, -3.190)  0.19
O (2.492, 0.864, -4.690)  -0.32
P (1.939, 0.800, -6.109)  0.70
N (3.329, 0.135, -6.858)  -0.33
C (4.143, 0.724, -7.903)  -0.11
C (3.846, -1.124, -6.344)  -0.13
N (1.796, 2.491, -6.350)  -0.33
C (2.349, 3.244, -7.462)  -0.13
C (1.737, 3.334, -5.160)  -0.14
N (0.974, 0.556, -7.557)  -0.26
C (-0.443, 0.960, -7.368)  -0.13
C (0.933, -0.829, -8.076)  -0.12
H (3.545, 1.072, -8.748)  0.07
H (4.832, -0.009, -8.324)  0.08
H (4.749, 1.553, -7.523)  0.08
H (3.423, -1.981, -6.889)  0.07
H (3.601, -1.256, -5.288)  0.04
H (4.932, -1.180, -6.420)  0.09
H (3.418, 3.443, -7.331)  0.08
H (1.847, 4.211, -7.550)  0.08
H (2.187, 2.750, -8.417)  0.07
H (2.731, 3.519, -4.738)  0.09
H (1.114, 2.881, -4.390)  0.05
H (1.280, 4.297, -5.399)  0.08
H (-0.942, 0.343, -6.611)  0.06
H (-0.990, 0.868, -8.306)  0.09
H (-0.521, 2.001, -7.062)  0.07
H (0.663, -1.552, -7.301)  0.08
H (1.890, -1.118, -8.506)  0.08
H (0.209, -0.907, -8.886)  0.09
O (-3.353, 0.146, 4.319)  -0.30
P (-4.479, -0.505, 3.548)  0.71
N (-5.692, 0.677, 3.800)  -0.33
C (-6.971, 0.512, 4.459)  -0.12
C (-5.398, 2.048, 3.410)  -0.13
N (-4.672, -1.874, 4.568)  -0.33
C (-5.919, -2.334, 5.149)  -0.14
C (-3.557, -2.216, 5.444)  -0.14
N (-5.419, -1.334, 2.320)  -0.27
C (-4.685, -2.483, 1.735)  -0.13
C (-5.851, -0.500, 1.180)  -0.13
H (-7.531, -0.342, 4.069)  0.07
H (-7.615, 1.376, 4.289)  0.08
H (-6.856, 0.405, 5.542)  0.08
H (-5.734, 2.251, 2.382)  0.07
H (-4.327, 2.253, 3.449)  0.07
H (-5.878, 2.770, 4.070)  0.08
H (-6.202, -1.750, 6.031)  0.08
H (-5.826, -3.377, 5.467)  0.08
H (-6.737, -2.326, 4.432)  0.07
H (-3.539, -1.595, 6.348)  0.09
H (-2.606, -2.100, 4.929)  0.06
H (-3.619, -3.264, 5.748)  0.08
H (-3.779, -2.160, 1.209)  0.07
H (-5.324, -3.020, 1.032)  0.08
H (-4.393, -3.198, 2.500)  0.07
H (-5.015, 0.050, 0.741)  0.07
H (-6.623, 0.210, 1.471)  0.07
H (-6.301, -1.119, 0.402)  0.08
O (3.564, 0.412, 4.666)  -0.31
P (2.323, 0.550, 5.518)  0.70
N (3.054, 1.140, 6.953)  -0.34
C (3.054, 0.529, 8.264)  -0.13
C (3.864, 2.344, 6.858)  -0.14
N (1.938, -1.127, 5.602)  -0.33
C (1.679, -1.880, 6.812)  -0.14
C (2.520, -1.996, 4.589)  -0.15
N (0.707, 0.904, 6.094)  -0.27
C (-0.334, 0.586, 5.081)  -0.14
C (0.466, 2.304, 6.502)  -0.12
H (2.049, 0.248, 8.591)  0.07
H (3.416, 1.225, 9.022)  0.08
H (3.705, -0.352, 8.299)  0.08
H (3.266, 3.244, 7.064)  0.07
H (4.294, 2.459, 5.862)  0.07
H (4.701, 2.327, 7.558)  0.08
H (2.604, -2.158, 7.331)  0.08
H (1.148, -2.808, 6.576)  0.08
H (1.026, -1.344, 7.499)  0.07
H (3.558, -2.264, 4.823)  0.08
H (2.500, -1.521, 3.611)  0.06
H (1.939, -2.919, 4.499)  0.07
H (-0.223, 1.208, 4.186)  0.08
H (-1.330, 0.744, 5.490)  0.06
H (-0.291, -0.455, 4.774)  0.07
H (0.772, 3.017, 5.732)  0.09
H (0.990, 2.541, 7.427)  0.07
H (-0.592, 2.458, 6.712)  0.08



No. 2
DFT (ωB97M-V/def2-TZVPD) results for a cluster of 12 separate species, C28H70N2O10S10 in total at a distorted geometry.

As for the multiplicity: 1. For the LUMO energy, the calculation gives -0.017 eV. The charge is 0. Its HOMO energy is -8.00 eV. The value obtained for the maximum force is 4.79 eV Å⁻¹. The total energy comes out at -161964.6926 eV. For the HOMO-LUMO gap, the calculation gives 8.0 eV.

Last column: Löwdin charge in e.
Element x y z (Å)
C (19.062, -9.018, 11.587)  -0.25
S (20.416, -7.997, 12.357)  0.84
O (20.869, -8.646, 13.630)  -0.59
C (21.777, -8.613, 11.247)  -0.26
H (19.071, -8.862, 10.508)  0.04
H (18.089, -8.678, 11.940)  0.04
H (19.152, -10.066, 11.874)  0.05
H (22.558, -7.854, 11.289)  0.04
H (21.377, -8.352, 10.267)  0.03
H (22.145, -9.639, 11.271)  0.06
C (12.808, -6.712, 6.220)  -0.24
S (14.373, -7.614, 5.620)  0.86
O (15.476, -6.816, 6.328)  -0.62
C (14.189, -9.147, 6.702)  -0.26
H (11.955, -7.184, 5.733)  0.04
H (12.805, -5.667, 5.910)  0.04
H (12.725, -6.779, 7.305)  0.04
H (14.933, -9.924, 6.527)  0.04
H (13.228, -9.580, 6.425)  0.03
H (14.129, -8.968, 7.775)  0.05
C (11.445, -1.327, -1.234)  -0.26
S (11.323, -0.951, 0.563)  0.81
O (12.276, -1.870, 1.325)  -0.58
C (11.901, 0.796, 0.472)  -0.26
H (10.858, -0.598, -1.793)  0.05
H (11.114, -2.351, -1.402)  0.05
H (12.505, -1.336, -1.489)  0.05
H (11.147, 1.380, -0.054)  0.05
H (12.876, 0.782, -0.015)  0.05
H (12.083, 1.273, 1.435)  0.05
C (17.236, -2.573, -0.592)  -0.27
S (17.463, -3.995, 0.509)  0.82
O (18.590, -4.799, -0.114)  -0.58
C (18.134, -3.018, 1.876)  -0.27
H (18.130, -1.952, -0.542)  0.05
H (16.456, -1.971, -0.124)  0.04
H (16.936, -2.911, -1.584)  0.05
H (18.232, -3.631, 2.772)  0.05
H (17.436, -2.193, 2.023)  0.05
H (19.141, -2.734, 1.572)  0.06
C (14.001, -4.420, 12.127)  -0.30
S (13.681, -5.628, 13.411)  0.86
O (14.980, -5.446, 14.211)  -0.60
C (12.387, -4.497, 14.266)  -0.23
H (13.164, -4.526, 11.436)  0.05
H (14.961, -4.650, 11.666)  0.05
H (14.075, -3.418, 12.550)  0.05
H (12.324, -4.867, 15.289)  0.04
H (11.453, -4.817, 13.803)  0.03
H (12.589, -3.430, 14.354)  0.05
C (21.528, -14.433, 8.260)  -0.24
S (19.849, -14.314, 9.123)  0.82
O (18.815, -14.276, 8.032)  -0.60
C (19.536, -15.968, 9.938)  -0.24
H (22.392, -14.514, 8.920)  0.04
H (21.657, -13.632, 7.532)  0.05
H (21.463, -15.312, 7.619)  0.04
H (18.689, -15.905, 10.621)  0.04
H (20.470, -16.217, 10.443)  0.04
H (19.346, -16.771, 9.226)  0.05
C (13.027, -15.178, 9.405)  -0.28
S (12.860, -14.014, 10.793)  0.84
O (11.870, -12.907, 10.398)  -0.59
C (11.906, -15.089, 12.005)  -0.24
H (13.787, -14.816, 8.712)  0.04
H (12.095, -15.116, 8.844)  0.05
H (13.257, -16.203, 9.694)  0.05
H (11.232, -14.396, 12.507)  0.04
H (12.557, -15.576, 12.731)  0.04
H (11.140, -15.738, 11.579)  0.05
C (7.799, -12.080, 7.818)  -0.27
S (6.503, -10.771, 7.827)  0.83
O (5.174, -11.364, 8.284)  -0.57
C (7.157, -10.005, 9.338)  -0.28
H (7.669, -12.713, 6.940)  0.04
H (7.755, -12.621, 8.763)  0.05
H (8.825, -11.732, 7.704)  0.05
H (7.119, -10.731, 10.150)  0.06
H (6.454, -9.180, 9.452)  0.04
H (8.193, -9.680, 9.240)  0.05
C (18.918, -1.615, 8.343)  -0.27
S (18.746, -0.401, 9.706)  0.84
O (17.219, -0.360, 9.867)  -0.59
C (19.323, -1.519, 11.001)  -0.29
H (18.672, -2.633, 8.644)  0.05
H (19.911, -1.736, 7.911)  0.05
H (18.266, -1.179, 7.586)  0.04
H (18.745, -2.442, 11.040)  0.05
H (19.240, -1.056, 11.984)  0.05
H (20.290, -1.965, 10.769)  0.05
C (12.160, -0.270, 7.116)  -0.26
S (10.942, 1.004, 7.688)  0.82
O (10.588, 1.924, 6.513)  -0.59
C (9.377, 0.033, 7.932)  -0.25
H (13.113, 0.192, 6.858)  0.04
H (11.827, -0.735, 6.189)  0.05
H (12.457, -0.978, 7.890)  0.05
H (9.140, -0.497, 7.009)  0.05
H (8.693, 0.823, 8.242)  0.04
H (9.515, -0.691, 8.735)  0.04
N (19.607, -12.750, 2.866)  -0.04
C (20.331, -13.083, 1.769)  -0.14
C (20.450, -11.899, 1.024)  -0.11
C (19.573, -10.945, 1.629)  -0.10
C (18.951, -11.570, 2.734)  -0.13
H (19.332, -13.390, 3.597)  0.15
H (20.790, -14.060, 1.764)  0.10
H (20.975, -11.778, 0.088)  0.08
H (19.412, -9.995, 1.143)  0.08
H (18.182, -11.235, 3.414)  0.10
N (5.938, -4.087, 4.098)  0.02
C (6.926, -4.093, 4.980)  -0.21
C (6.521, -4.408, 6.213)  -0.14
C (5.149, -4.461, 6.162)  -0.10
C (4.820, -4.093, 4.840)  -0.14
H (6.069, -3.978, 3.102)  0.16
H (7.910, -3.906, 4.577)  0.11
H (7.140, -4.272, 7.088)  0.10
H (4.462, -4.601, 6.984)  0.09
H (3.913, -3.818, 4.322)  0.10